# 1
75
Properties=species:S:1:pos:R:3:forces:R:3:lowdin_spin:R:1 method="wB97M-V/def2-TZVPD" de_lowest_ev=0.488 spin_multiplicity=4 homo_energy_ev="-5.1360 / -7.3032" gap_ev="5.431 / 7.586" total_energy_ha=-3573.98628 e_lumo_ev="0.3 / 0.3" charge=0
V 0.03514 0.40857 0.05326 -1.89 0.19 1.42 2.143
C 2.49118 1.28216 3.22825 0.06 0.05 -0.08 0.000
O 3.58211 0.45946 2.84269 -0.02 -0.24 -0.12 -0.010
C 3.82698 0.19911 1.51627 -0.30 0.12 0.09 -0.008
C 5.15429 -0.00975 1.18287 0.02 0.08 -0.03 0.081
C 5.52870 -0.27719 -0.13288 0.07 0.02 -0.01 0.000
C 4.58567 -0.33274 -1.13077 0.05 -0.02 -0.07 0.060
C 3.22435 -0.13805 -0.83775 -0.25 0.11 0.45 0.034
C 2.23466 -0.16097 -1.86355 0.03 -0.10 -0.25 0.237
N 0.94127 0.06189 -1.65220 0.39 -0.14 -0.79 0.063
N 0.11514 0.05214 -2.73190 -0.48 0.23 -0.37 -0.023
C -1.09770 0.39799 -2.34825 1.08 -0.41 -0.48 0.105
O -1.30413 0.59560 -1.06905 -3.20 0.59 -2.59 0.013
C -2.14490 0.61888 -3.34579 -0.33 0.02 -0.07 0.002
C -3.34620 1.22737 -2.98105 0.14 -0.08 0.07 0.020
C -4.32242 1.47592 -3.93192 -0.06 0.03 -0.03 -0.002
C -4.11829 1.11629 -5.25602 -0.03 0.01 0.02 0.024
C -2.92695 0.50248 -5.62496 0.00 0.00 -0.04 -0.002
C -1.94632 0.25682 -4.68230 0.04 0.02 0.18 0.020
C 2.83873 0.10785 0.51536 0.71 -0.06 -0.53 0.075
O 1.54155 0.25557 0.74269 4.65 -0.21 2.77 0.008
H 2.69321 1.57616 4.25748 0.03 0.02 -0.03 0.000
H 1.54259 0.75179 3.19270 -0.07 -0.07 -0.05 0.000
H 2.42425 2.17544 2.60263 0.00 -0.01 -0.02 0.000
H 5.89634 0.06531 1.96682 -0.05 -0.02 0.03 0.005
H 6.57629 -0.42490 -0.36374 -0.01 0.00 -0.02 -0.002
H 4.88482 -0.51179 -2.15779 -0.03 0.00 0.00 0.002
H 2.54704 -0.33171 -2.89162 -0.01 0.02 0.01 0.013
H -3.49264 1.51154 -1.94677 -0.02 -0.01 -0.01 0.001
H -5.24546 1.96140 -3.63994 0.00 -0.01 0.00 -0.001
H -4.88210 1.31647 -5.99640 0.01 -0.01 -0.01 0.002
H -2.76082 0.22098 -6.65734 0.00 0.00 0.01 -0.001
H -1.00726 -0.20612 -4.95068 -0.01 0.00 -0.07 0.001
O -1.12636 0.94068 1.65863 0.03 0.27 -0.13 0.040
S -1.58934 -0.19582 2.53453 -0.83 -0.04 1.29 0.012
C -3.38964 -0.03488 2.52568 0.10 0.01 -0.24 0.001
C -3.95580 0.76616 1.54994 0.17 0.06 -0.09 0.000
C -5.33473 0.91853 1.51916 -0.06 -0.05 0.06 0.000
C -6.12611 0.26364 2.45068 -0.01 0.04 -0.05 0.000
C -5.54488 -0.55761 3.40870 0.00 -0.01 0.00 0.000
C -4.16980 -0.71659 3.44694 0.06 -0.08 0.06 0.000
C -1.35708 0.45338 4.20384 0.21 -0.07 -0.19 0.000
C -1.15747 -0.41030 5.26772 -0.02 -0.14 -0.14 0.000
C -0.93832 0.11880 6.53142 -0.01 0.02 0.07 0.000
C -0.90663 1.49352 6.71323 -0.01 0.00 0.02 0.000
C -1.09455 2.34817 5.63405 -0.01 -0.02 -0.03 0.000
C -1.31962 1.82833 4.37030 -0.05 0.05 -0.08 0.000
H -3.31375 1.25919 0.83026 -0.04 0.00 0.00 0.000
H -5.78854 1.54803 0.76534 0.01 0.00 0.00 0.000
H -7.20064 0.38996 2.42993 0.00 -0.01 0.00 0.000
H -6.16583 -1.07257 4.12961 0.01 -0.01 0.00 0.000
H -3.71548 -1.35533 4.19480 0.00 0.02 0.01 0.000
H -1.16509 -1.48288 5.11132 0.05 0.01 0.00 0.000
H -0.77698 -0.54324 7.37176 -0.01 -0.01 -0.01 0.000
H -0.72898 1.90250 7.69923 0.01 -0.01 0.00 0.000
H -1.06136 3.42051 5.77373 0.00 0.00 0.01 0.000
H -1.45800 2.47040 3.50990 0.03 0.03 0.02 0.000
N 0.40735 -3.03950 -1.79004 0.09 -0.02 -0.11 0.008
C 0.86262 -2.93983 -0.51874 -0.02 -0.06 -0.05 0.026
S -0.20778 -2.45446 0.67805 -0.09 -0.20 0.26 0.031
N 2.15964 -3.27370 -0.36726 -0.08 0.03 -0.15 0.010
C 3.02216 -3.32794 0.75164 0.08 0.03 0.26 0.001
C 2.60042 -3.39103 2.07770 -0.06 0.01 -0.14 0.002
C 3.54076 -3.47470 3.09327 0.03 0.01 -0.01 0.000
C 4.89660 -3.50895 2.81170 0.02 0.00 0.02 0.002
C 5.31383 -3.45561 1.49059 0.01 -0.05 0.06 0.000
C 4.38606 -3.36745 0.47011 -0.04 -0.02 -0.08 0.001
H -0.49567 -2.62555 -1.94692 -0.06 0.08 -0.02 0.000
H 1.04985 -2.95302 -2.56396 0.03 0.01 0.02 0.002
H 2.64988 -3.41416 -1.23832 0.05 -0.05 0.03 0.001
H 1.55060 -3.37718 2.30849 -0.09 0.02 0.01 0.001
H 3.20129 -3.51748 4.12043 -0.01 0.00 -0.01 0.000
H 5.62083 -3.58148 3.61249 0.00 0.03 -0.01 0.000
H 6.36992 -3.47313 1.25462 -0.01 0.00 -0.04 0.000
H 4.72457 -3.30931 -0.55811 -0.02 0.01 0.00 0.000

***

# 2
78
Properties=species:S:1:pos:R:3:forces:R:3:lowdin_charge:R:1 method="wB97M-V/def2-TZVPD" de_lowest_ev=0.572 spin_multiplicity=1 homo_energy_ev=-2.5454 gap_ev=6.455 total_energy_ha=-3059.33820 e_lumo_ev=3.9 charge=-2
Y -0.94743 -0.08165 -0.59611 0.23 -0.94 -1.09 1.425
C -2.69040 -1.77584 -0.64898 -0.24 -0.69 -0.14 -0.193
C -2.01763 -2.98224 -1.01551 -0.58 -0.16 0.01 -0.351
C -2.08517 -3.50316 -2.33622 0.31 -0.08 -0.05 -0.055
C -1.46504 -4.68096 -2.68444 -0.06 0.10 -0.03 -0.064
C -0.73401 -5.41465 -1.74005 0.21 -0.53 -0.19 -0.276
C -0.63604 -4.91317 -0.43817 -0.03 0.07 0.14 -0.060
C -1.26857 -3.74418 -0.08284 0.19 -0.09 -0.07 -0.064
C -0.14310 -6.68370 -2.09327 -0.23 0.60 0.13 -0.228
N 0.31438 -7.70283 -2.38224 0.03 -0.05 0.00 0.091
H -3.02669 -1.73872 0.38448 0.06 0.12 0.07 0.048
H -3.46110 -1.45933 -1.34944 0.00 0.08 -0.01 0.056
H -2.64603 -2.94968 -3.08035 0.00 -0.01 0.01 0.107
H -1.55069 -5.06203 -3.69507 -0.01 0.01 -0.01 0.105
H -0.05618 -5.46177 0.29455 -0.04 -0.01 0.03 0.107
H -1.18518 -3.38038 0.93571 -0.01 -0.01 0.01 0.106
N 1.10605 -0.56566 -3.81588 0.18 -0.11 0.00 0.183
C -0.02185 0.18048 -3.71379 -0.11 -0.13 -0.24 -0.489
O -0.81300 -0.09932 -2.76549 0.01 0.32 -0.78 -0.129
C -0.25634 1.19143 -4.66927 -0.02 0.24 -0.23 -0.206
C 0.68078 1.38290 -5.72360 -0.32 0.14 0.34 -0.263
N 1.46698 1.52947 -6.55959 0.02 -0.11 -0.01 0.096
C -1.42461 2.00972 -4.63283 0.29 -0.30 -0.05 -0.234
N -2.36642 2.67572 -4.66360 0.04 0.01 0.01 0.115
H 1.17559 -1.37758 -3.22474 -0.03 0.00 0.00 0.103
H 1.70991 -0.47620 -4.61353 0.01 0.00 0.00 0.091
C 3.52778 0.25872 5.36841 -0.05 0.05 -0.03 -0.051
C 2.66154 1.46951 5.61707 0.04 0.06 -0.05 -0.303
C 2.73920 2.09029 6.86449 -0.07 0.03 0.00 -0.076
C 1.96944 3.20338 7.18012 0.05 -0.07 -0.07 -0.111
C 1.09900 3.71754 6.23197 0.02 -0.05 -0.02 -0.103
C 1.02328 3.11594 4.98197 0.10 -0.05 0.01 -0.143
C 1.80758 2.00699 4.63943 -0.23 0.05 0.25 -0.323
Sb 1.29231 1.38074 2.61240 0.53 0.01 0.01 1.664
C 2.94436 0.03278 2.17158 0.21 0.01 -0.06 -0.343
C 4.12429 0.46775 1.56490 -0.09 -0.09 0.01 -0.135
C 5.14396 -0.42083 1.24093 -0.08 -0.05 -0.02 -0.099
C 4.98024 -1.77405 1.50409 -0.03 0.07 0.02 -0.099
C 3.79309 -2.22544 2.06601 0.05 0.01 -0.01 -0.058
C 2.76764 -1.34268 2.39447 -0.02 0.03 0.02 -0.332
C 1.47561 -1.88491 2.95855 0.10 0.07 -0.05 -0.074
C 2.15648 3.15305 1.72252 0.01 0.10 -0.05 -0.296
C 1.40460 3.64899 0.65102 0.01 -0.01 0.05 -0.124
C 1.76277 4.81034 -0.01618 0.05 0.04 0.01 -0.081
C 2.87631 5.52259 0.40367 -0.02 -0.05 0.04 -0.102
C 3.62661 5.04893 1.46883 -0.01 -0.04 -0.06 -0.078
C 3.29899 3.86236 2.12863 0.00 0.04 -0.01 -0.300
C 4.21889 3.42337 3.24372 -0.12 0.04 0.03 -0.066
H 4.16748 0.06416 6.23134 -0.02 -0.01 -0.01 0.070
H 4.16359 0.38699 4.49069 -0.01 0.00 0.02 0.065
H 2.92437 -0.63351 5.18692 0.03 0.03 0.00 0.069
H 3.41986 1.68525 7.60761 -0.02 0.00 -0.01 0.096
H 2.04713 3.65691 8.16133 0.00 0.00 0.00 0.089
H 0.47201 4.57040 6.46384 0.02 0.00 -0.02 0.095
H 0.33146 3.52300 4.24813 0.00 0.00 0.02 0.093
H 4.24085 1.51791 1.31953 0.01 -0.05 0.02 0.090
H 6.05154 -0.06035 0.77009 -0.01 0.01 0.02 0.094
H 5.76461 -2.47959 1.25629 -0.01 0.00 -0.01 0.092
H 3.65506 -3.28715 2.24398 -0.01 0.02 -0.02 0.104
H 1.53687 -2.96304 3.10848 0.00 0.00 0.01 0.077
H 0.64801 -1.68379 2.27571 -0.03 -0.01 -0.01 0.059
H 1.21993 -1.41817 3.91304 -0.01 -0.01 0.02 0.063
H 0.51460 3.12454 0.32861 -0.01 -0.01 0.02 0.067
H 1.17063 5.15116 -0.85666 -0.01 0.00 0.03 0.104
H 3.16627 6.43888 -0.09801 -0.01 -0.01 0.00 0.091
H 4.50187 5.60256 1.79636 0.01 -0.02 -0.02 0.100
H 5.25533 3.65196 2.98432 -0.01 0.00 0.02 0.079
H 4.14203 2.35776 3.43931 0.02 -0.01 0.00 0.033
H 3.97987 3.94215 4.17676 -0.01 -0.03 -0.01 0.086
O -1.50229 2.66784 1.98192 0.11 0.20 -0.01 -0.464
S -2.15161 1.67489 1.15498 -0.69 0.20 0.36 -0.024
O -1.80157 1.87668 -0.32541 -0.36 0.62 0.73 -0.520
O -1.54531 0.28850 1.41830 -0.45 0.61 0.91 -0.611
S -4.09299 1.59455 1.39379 0.18 0.01 -0.04 0.172
O 0.97990 -1.40603 -0.59741 0.56 0.25 -0.02 -0.131
C 1.69804 -0.36670 -0.71419 -0.19 0.05 0.20 -0.521
O 1.23942 0.79962 -0.55023 0.46 -0.46 -0.08 -0.144
H 2.75452 -0.48540 -0.98567 0.10 -0.02 0.02 0.136

***

# 3
68
Properties=species:S:1:pos:R:3:forces:R:3:nbo_charge:R:1 method="wB97M-V/def2-TZVPD" de_lowest_ev=0.978 spin_multiplicity=1 homo_energy_ev="-11.5514 / -11.5568" gap_ev="6.795 / 6.848" total_energy_ha=-1613.44917 e_lumo_ev="-4.8 / -4.7" charge=+1
Ru -0.72269 -0.05409 0.32666 0.18 0.00 -0.70 1.330
O -0.79290 1.76304 0.10360 -0.30 0.19 -0.26 -0.615
C 0.22636 2.69434 0.46930 -0.04 0.03 0.15 0.178
C 1.37748 2.50988 -0.50420 0.03 0.15 0.12 -0.468
C 1.98720 1.14757 -0.69238 0.24 0.17 -0.13 0.251
C 3.19940 1.16124 -1.37144 -0.10 -0.09 0.12 -0.201
C 3.85312 -0.01893 -1.65341 0.00 0.04 -0.02 -0.119
C 3.25910 -1.19387 -1.25583 -0.13 0.07 0.11 -0.243
C 2.04085 -1.17270 -0.58317 0.25 -0.13 -0.10 0.270
C 1.50362 -2.54641 -0.29020 -0.01 -0.18 0.06 -0.473
C 0.20691 -2.76875 0.47960 -0.17 -0.05 0.08 0.177
O -0.78748 -1.86248 -0.02275 -0.05 -0.16 -0.09 -0.623
C -0.24112 -4.19751 0.16318 0.06 0.08 0.07 0.034
C 0.40249 -5.26661 0.78131 0.01 0.07 0.01 -0.236
C 0.06240 -6.56904 0.45858 -0.02 -0.03 -0.02 -0.201
C -0.92951 -6.81527 -0.48159 0.03 -0.05 0.03 -0.191
C -1.57007 -5.75389 -1.09647 -0.05 -0.02 -0.05 -0.201
C -1.22517 -4.44681 -0.78139 -0.03 0.06 -0.02 -0.231
C 0.32645 -2.54225 1.98403 0.09 -0.09 0.03 -0.083
C -0.69187 -3.01292 2.81246 0.09 -0.04 -0.03 -0.206
C -0.66943 -2.75831 4.17248 0.01 0.00 0.02 -0.200
C 0.37566 -2.02956 4.72788 0.00 0.00 0.00 -0.204
C 1.39749 -1.56804 3.91465 0.04 0.02 0.05 -0.215
C 1.37502 -1.82403 2.54917 -0.06 -0.04 -0.04 -0.171
N 1.41546 -0.01141 -0.29143 -0.61 -0.10 0.50 -0.491
C 0.60190 2.45894 1.92871 0.08 0.04 -0.01 -0.085
C 1.88316 2.10911 2.33876 -0.04 0.03 -0.02 -0.167
C 2.16621 1.92625 3.68708 0.02 -0.02 0.02 -0.225
C 1.16947 2.07528 4.63549 0.01 -0.01 0.02 -0.189
C -0.11500 2.42146 4.23447 -0.01 0.02 0.02 -0.206
C -0.39130 2.62021 2.89446 0.09 0.10 -0.03 -0.198
C -0.32872 4.10277 0.25100 0.12 -0.02 0.10 0.030
C -1.33054 4.32903 -0.68229 -0.06 -0.03 -0.03 -0.229
C -1.77883 5.62008 -0.92239 -0.04 0.00 -0.03 -0.202
C -1.22210 6.69203 -0.24409 0.02 0.03 0.02 -0.189
C -0.21160 6.46981 0.68052 -0.03 0.05 -0.01 -0.202
C 0.23113 5.18112 0.92888 0.03 -0.06 0.02 -0.231
H 2.18146 3.18340 -0.19824 -0.05 0.03 -0.06 0.252
H 1.05314 2.87599 -1.48238 -0.07 -0.11 0.00 0.262
H 3.61351 2.11243 -1.67242 -0.01 0.03 0.00 0.232
H 4.79776 -0.02179 -2.17982 0.01 0.00 0.00 0.241
H 3.71826 -2.14901 -1.46617 -0.01 -0.03 0.01 0.240
H 2.28946 -3.10416 0.22659 -0.02 -0.01 -0.05 0.256
H 1.39361 -3.04127 -1.25932 -0.04 0.07 0.01 0.262
H 1.16226 -5.08179 1.53170 0.01 0.01 0.01 0.218
H 0.56613 -7.39230 0.94640 0.01 -0.01 0.01 0.224
H -1.20285 -7.83180 -0.72907 0.00 -0.02 0.00 0.223
H -2.34584 -5.93879 -1.82737 -0.01 -0.01 -0.01 0.223
H -1.73016 -3.62327 -1.26683 0.01 0.00 0.01 0.228
H -1.50105 -3.59121 2.38441 -0.02 -0.01 -0.01 0.232
H -1.46402 -3.13336 4.80323 -0.01 -0.01 0.01 0.228
H 0.39670 -1.83489 5.79173 0.00 0.00 0.01 0.227
H 2.22325 -1.01236 4.34035 -0.03 -0.01 -0.01 0.224
H 2.19069 -1.45542 1.93886 -0.01 0.00 0.03 0.201
H 2.68722 1.99231 1.62242 -0.01 0.01 0.01 0.201
H 3.17381 1.67439 3.99142 0.01 0.00 0.01 0.222
H 1.39121 1.93698 5.68520 0.01 0.00 0.01 0.225
H -0.89611 2.55436 4.97113 -0.01 0.01 0.01 0.227
H -1.38270 2.92816 2.58708 -0.03 0.03 -0.02 0.225
H -1.77182 3.49775 -1.21540 0.01 0.00 0.01 0.225
H -2.56824 5.78586 -1.64324 -0.01 0.00 -0.01 0.223
H -1.57515 7.69671 -0.43278 0.00 0.01 0.00 0.223
H 0.22902 7.30029 1.21533 0.00 0.01 0.00 0.224
H 1.01036 5.01594 1.66328 0.00 -0.01 0.01 0.220
C -1.69532 -0.09971 2.11104 0.63 -0.02 0.16 -0.666
H -2.27932 0.81983 2.09698 0.02 0.00 -0.07 0.231
H -1.03702 -0.15381 2.97300 -0.08 0.00 0.04 0.241
H -2.32081 -0.98819 2.01661 0.03 0.00 -0.09 0.233